C5H13N4 | ωB97M-V with the def2-TZVPD basis set

Each atom is followed by the atoms it is bonded to, with distances in Å.
CARTESIAN COORDINATES (ANGSTROEM)
1 C 2.59524 -0.71630 0.07591  C2 1.292, N6 1.217
2 C 3.34475 0.27968 -0.26489  C1 1.292, H10 1.074, H11 1.074
3 C -0.83117 -0.33337 -1.27499  C5 1.392, N7 1.302, H12 1.085
4 C -1.92513 -2.16395 -0.16237  C5 1.373, N8 1.321, H13 1.084
5 C -1.49071 -0.86118 -0.16865  C3 1.392, C4 1.373, H14 1.080
6 N 1.74235 -1.56624 0.25472  C1 1.217, H15 1.013
7 N -0.34033 0.87102 -1.34218  C3 1.302, H16 1.008, H17 1.062
8 N -2.54621 -2.75098 0.84430  C4 1.321, H18 1.010, H19 1.007
9 N 0.04647 2.62458 0.67296  H20 1.013, H21 1.014, H22 1.014
10 H 3.39511 1.18345 0.31351  C2 1.074
11 H 4.01109 0.18939 -1.10268  C2 1.074
12 H -0.72078 -0.96343 -2.15078  C3 1.085
13 H -1.74137 -2.78384 -1.03227  C4 1.084
14 H -1.65230 -0.23070 0.69282  C5 1.080
15 H 1.94344 -2.36864 0.83924  N6 1.013
16 H 0.11826 1.17386 -2.18729  N7 1.008
17 H -0.29454 1.53437 -0.51355  N7 1.062
18 H -2.77829 -2.24062 1.68456  N8 1.010
19 H -2.81658 -3.72030 0.79810  N8 1.007
20 H -0.71762 2.90878 1.27508  N9 1.013
21 H 0.41863 3.46274 0.23973  N9 1.014
22 H 0.77186 2.23255 1.26324  N9 1.014

Properties
- energy above the lowest of the compared OMol25 structures with the same formula, charge and spin (eV) = 0.779
- charge = +1
- HOMO energy (hartree) = -0.4402
- strongest force on any atom (eV/Å) = 0.9
- Kohn-Sham gap (eV) = 8.84
- multiplicity = 1